C56H37MoN10O2S3 as an isolated structure, computed with ωB97M-V/def2-TZVPD.

```
109
Properties=species:S:1:pos:R:3:forces:R:3
Mo -0.548 0.249 -0.605 0.138 0.444 -0.328
S -1.902 2.821 -5.356 -0.045 0.004 0.023
S 2.645 0.854 -3.830 -0.090 -0.085 0.073
S 0.449 -0.189 -5.898 0.085 -0.057 0.080
O 1.340 -0.417 -0.986 0.024 -0.209 0.095
O -0.437 1.005 -2.221 -0.124 -0.369 0.428
N -1.103 -0.710 4.680 0.024 0.035 -0.010
N -2.201 0.591 3.065 -0.039 0.055 -0.039
N 0.152 -0.819 2.619 -0.118 0.029 0.033
N 0.339 0.927 1.125 -0.111 -0.006 -0.080
N -0.201 3.058 0.417 0.014 -0.106 -0.011
N -3.898 1.736 1.976 -0.012 0.029 -0.042
N 3.037 -2.913 -2.621 -0.093 0.000 0.056
N -2.410 2.588 0.519 0.084 -0.078 0.047
N -0.530 -1.371 0.436 -0.004 -0.207 -0.016
N 2.919 -1.937 -1.662 -0.018 0.003 -0.128
C 0.489 0.444 2.337 0.082 -0.005 0.038
C -1.107 2.613 -3.848 0.005 0.002 -0.002
C -0.395 -1.344 3.839 0.055 -0.079 -0.097
C 3.136 3.301 -3.313 0.028 -0.048 0.011
C 1.544 1.417 4.511 -0.004 0.034 -0.024
C 5.098 -0.850 -1.796 0.009 0.035 0.021
C -0.495 -3.816 4.593 -0.030 0.000 -0.049
C 0.946 -2.179 -2.669 0.099 0.029 -0.081
C 1.645 -4.096 -4.278 -0.025 -0.008 -0.031
C -2.644 -0.130 -0.702 0.019 0.088 -0.029
C -5.029 0.170 -0.296 0.025 0.014 0.003
C 1.849 -3.078 -3.217 0.000 0.021 0.048
C 4.211 -3.774 -2.734 0.000 0.014 0.020
C 4.047 -1.328 -1.027 0.020 0.002 0.020
C 1.729 3.183 -3.351 -0.057 -0.022 -0.078
C -3.365 1.659 0.782 -0.037 0.034 -0.013
C -1.804 -1.327 -5.523 0.019 -0.019 -0.027
C -1.924 0.327 4.321 0.037 -0.073 0.045
C -3.745 1.692 4.462 -0.064 0.019 0.045
C -0.485 0.317 -4.548 0.001 0.076 -0.109
C -2.660 4.247 -4.822 0.025 0.003 0.003
C -0.719 -1.340 -6.352 -0.003 0.012 -0.005
C -3.914 1.820 7.199 -0.011 0.000 0.002
C -2.939 -1.299 -1.398 -0.075 0.096 -0.011
C -4.838 2.483 6.405 -0.003 0.008 0.010
C -2.878 1.066 6.638 0.001 0.037 -0.010
C 0.538 2.347 1.171 0.050 0.019 0.034
C -1.433 3.616 -2.974 0.025 0.012 -0.012
C 4.050 -1.217 0.354 0.029 -0.032 0.011
C -1.678 -0.355 -4.505 -0.019 -0.030 0.038
C 2.142 2.567 5.021 0.015 0.015 0.006
C -3.344 1.403 3.078 0.058 -0.042 0.028
C 6.193 -0.133 0.222 -0.016 0.001 -0.005
C 6.180 -0.260 -1.161 0.001 0.005 -0.008
C -5.303 -0.949 -1.067 -0.039 0.008 0.015
C -0.137 1.480 -3.664 -0.070 -0.005 0.085
C -1.289 2.192 0.085 -0.060 0.045 -0.116
C 1.293 1.909 -3.616 0.055 0.243 -0.063
C -4.773 2.426 5.008 0.037 -0.024 0.001
C -0.315 -3.050 2.294 0.061 -0.032 -0.040
C 1.248 2.627 2.421 0.009 0.057 -0.024
C 5.129 -0.607 0.976 0.009 0.010 0.027
C -3.711 0.590 -0.145 -0.006 -0.134 0.063
C 1.103 1.462 3.201 0.006 -0.001 0.001
C -4.261 -1.686 -1.606 0.064 -0.034 -0.030
C -0.550 -5.366 2.725 -0.001 0.012 -0.024
C -2.809 1.028 5.265 -0.051 0.017 -0.018
C 2.275 3.718 4.249 0.001 0.011 -0.010
C 3.756 2.112 -3.551 0.030 0.029 -0.012
C -0.574 -5.112 4.095 -0.005 -0.027 0.019
C -0.230 -1.765 1.585 -0.061 0.137 -0.017
C 1.656 -1.447 -1.715 0.079 0.102 -0.019
C -0.335 -2.798 3.673 0.033 0.007 0.097
C -2.334 4.554 -3.534 -0.020 -0.002 -0.019
C 1.816 3.773 2.934 -0.015 -0.068 0.031
C -0.440 -4.333 1.799 -0.030 0.019 0.052
H 1.060 4.021 -3.229 -0.012 -0.002 0.002
H -2.146 -1.930 -1.787 -0.014 -0.006 -0.009
H -5.830 0.732 0.168 0.001 0.002 0.005
H -0.630 -6.387 2.377 -0.003 -0.004 0.005
H -1.030 3.708 -1.975 0.023 0.001 -0.026
H -2.670 -1.958 -5.664 -0.001 0.001 0.000
H -5.631 3.049 6.875 0.002 0.001 0.002
H -0.558 -1.947 -7.229 -0.013 0.004 -0.003
H 3.890 -4.813 -2.711 0.022 -0.004 -0.016
H -6.327 -1.260 -1.222 0.001 -0.003 0.001
H 5.074 -0.939 -2.875 -0.009 -0.024 0.000
H 4.742 -3.568 -3.661 0.013 -0.007 0.008
H 3.662 4.228 -3.146 0.005 0.004 -0.010
H 1.908 4.673 2.342 -0.002 0.001 -0.009
H -2.715 5.418 -3.011 -0.004 0.003 0.004
H -2.458 -0.118 -3.796 -0.007 0.000 0.051
H 4.868 -3.587 -1.891 0.009 -0.003 0.000
H 2.317 -3.919 -5.119 0.006 -0.010 0.004
H -0.063 -2.011 -3.009 -0.022 -0.015 0.016
H -5.504 2.934 4.394 0.000 -0.005 -0.007
H 2.510 2.568 6.037 -0.004 -0.008 0.002
H 4.815 1.920 -3.623 0.002 0.000 0.013
H 2.742 4.592 4.683 0.001 -0.003 0.005
H -0.670 -5.941 4.783 0.002 0.002 0.002
H -4.004 1.882 8.275 0.004 -0.001 0.001
H 3.228 -1.622 0.930 -0.003 -0.007 -0.010
H 0.620 -4.050 -4.640 0.006 0.005 -0.003
H 1.441 0.534 5.127 -0.008 0.000 -0.001
H 1.834 -5.103 -3.903 -0.005 0.001 -0.002
H -0.453 -4.527 0.735 0.001 0.001 -0.004
H 7.040 0.327 0.712 0.004 -0.001 0.004
H -0.546 -3.614 5.654 0.007 0.003 0.003
H -4.469 -2.582 -2.175 -0.011 0.004 -0.001
H -2.170 0.538 7.262 0.001 -0.009 -0.003
H 5.152 -0.523 2.054 -0.001 -0.001 -0.002
H 7.014 0.103 -1.747 0.005 -0.001 0.002
H -3.311 4.790 -5.489 0.000 0.008 0.002
```
Positions in Å, forces in eV/Å.

Computed properties:
Kohn-Sham gap (eV): 5.37
F_max (eV/Å): 0.58
Net charge: +3
Energy relative to the best compared isomer or geometry (same formula, charge and spin) (kcal per mole): 0.0
LUMO (eV): -9.41
HOMO (Ha): -0.54311